18
Properties=species:S:1:pos:R:3 method="wB97M-V/def2-TZVPD" gap_ev=9.9 de_lowest_kcal_mol=75.0 smiles="[H]/N=N/[C@@]1(O)CCC(C)=N1" charge=0 e_homo_ev=-8.930 spin_multiplicity=1 largest_force_ev_per_a=3.832
H -3.589 0.534 -1.921
N -2.759 0.763 -1.394
N -2.563 -0.146 -0.544
C -1.410 0.136 0.530
O -2.037 0.402 1.719
C -0.731 -1.192 0.620
C 0.639 -0.852 -0.012
C 0.631 0.620 -0.053
C 1.739 1.339 -0.739
N -0.464 1.233 0.234
H -2.543 1.203 1.723
H -0.895 -1.487 1.732
H -1.325 -1.955 0.041
H 0.693 -1.154 -1.033
H 1.475 -1.107 0.527
H 2.756 1.012 -0.232
H 1.516 2.411 -0.853
H 1.704 0.911 -1.666


19
Properties=species:S:1:pos:R:3 method="wB97M-V/def2-TZVPD" gap_ev=8.8 de_lowest_kcal_mol=56.4 smiles="[H]/N=C(/C)CC.OSO" charge=0 e_homo_ev=-8.045 spin_multiplicity=1 largest_force_ev_per_a=4.169
H -0.069 0.294 -1.555
N 0.231 -0.462 -0.854
C -0.479 -0.532 0.166
C -0.029 -1.477 1.282
C -1.799 0.201 0.455
C -2.199 0.858 -0.885
H 0.312 -2.333 0.905
H 0.713 -1.037 1.979
H -0.950 -1.728 1.746
H -1.483 0.989 1.086
H -2.477 -0.500 0.965
H -2.425 0.073 -1.645
H -2.963 1.580 -0.841
H -1.380 1.354 -1.236
O 3.122 1.744 -0.626
S 3.044 0.612 0.590
O 2.888 -0.836 -0.175
H 4.011 2.079 -0.671
H 1.930 -0.877 -0.686


23
Properties=species:S:1:pos:R:3 method="wB97M-V/def2-TZVPD" gap_ev=7.2 de_lowest_kcal_mol=69.3 charge=0 e_homo_ev=-6.390 spin_multiplicity=1 largest_force_ev_per_a=4.487
N 2.045 -0.454 -1.110
C 0.827 0.301 -1.205
C 0.528 1.266 -0.221
N 1.392 1.496 0.841
O -0.282 2.303 -0.588
H 2.170 -1.106 -1.875
H 2.893 0.108 -1.092
H 0.409 0.498 -2.187
H 0.910 1.624 1.723
H 2.062 0.741 0.930
H -0.435 2.873 0.177
C -2.330 0.423 0.622
N -0.985 0.046 0.997
C -0.435 -1.014 0.395
N -1.099 -1.824 -0.515
N 0.580 -1.652 1.102
H -2.626 1.270 1.244
H -3.055 -0.378 0.797
H -2.413 0.737 -0.431
H -0.488 -2.485 -0.975
H -1.660 -1.323 -1.187
H 0.794 -1.182 1.968
H 1.197 -2.267 0.591


28
Properties=species:S:1:pos:R:3 method="wB97M-V/def2-TZVPD" gap_ev=10.0 de_lowest_kcal_mol=15.8 smiles=CC(C)CCN(C)C.O charge=0 e_homo_ev=-9.086 spin_multiplicity=1 largest_force_ev_per_a=1.149
C 2.568 -1.067 -0.165
C 1.181 -0.772 -0.761
C 1.088 -1.282 -2.208
C 0.845 0.727 -0.683
C -0.643 1.037 -0.630
N -1.268 0.625 0.655
C -1.974 1.738 1.286
C -2.219 -0.479 0.452
H 2.522 -1.259 0.914
H 2.980 -1.984 -0.595
H 3.241 -0.219 -0.318
H 0.474 -1.410 -0.226
H 1.782 -0.813 -2.908
H 0.061 -1.212 -2.598
H 1.222 -2.375 -2.219
H 1.292 1.249 -1.533
H 1.328 1.103 0.220
H -1.165 0.597 -1.478
H -0.751 2.120 -0.702
H -2.884 1.976 0.754
H -2.162 1.460 2.325
H -1.402 2.673 1.285
H -2.938 -0.470 1.270
H -1.708 -1.445 0.551
H -2.736 -0.467 -0.509
O 0.792 0.056 2.604
H 0.304 -0.276 3.357
H 0.172 0.171 1.861


11
Properties=species:S:1:pos:R:3 method="wB97M-V/def2-TZVPD" gap_ev=7.1 de_lowest_kcal_mol=28.5 charge=-1 e_homo_ev=-3.851 spin_multiplicity=1 largest_force_ev_per_a=5.074
C 1.567 -1.827 0.485
C -0.177 -0.511 -0.606
N 2.589 0.718 -0.524
O 2.160 -2.194 1.517
O 2.392 2.521 1.263
O 0.400 -1.067 0.547
S 2.991 2.049 -0.034
Cl 1.991 -2.393 -1.165
H -1.130 0.007 -0.281
H -0.412 -1.193 -1.482
H 0.444 0.335 -0.946


9
Properties=species:S:1:pos:R:3 method="wB97M-V/def2-TZVPD" gap_ev=8.3 de_lowest_kcal_mol=41.8 smiles="S=C1SN=CNS1" charge=0 e_homo_ev=-8.800 spin_multiplicity=1 largest_force_ev_per_a=4.644
S -3.210 -0.964 0.135
C -1.601 -0.541 0.042
S -0.476 -1.746 -0.354
N 1.028 -0.938 -0.931
C 1.298 0.106 -0.274
N 0.630 0.984 0.464
S -1.114 0.977 0.320
H 2.370 0.385 -0.457
H 1.074 1.737 1.055


15
Properties=species:S:1:pos:R:3 method="wB97M-V/def2-TZVPD" gap_ev=9.7 de_lowest_kcal_mol=98.0 smiles=C1COCCN1 charge=0 e_homo_ev=-8.607 spin_multiplicity=1 largest_force_ev_per_a=7.106
C -0.358 1.241 -0.279
C 1.024 0.870 0.131
O 1.503 -0.333 -0.493
C 0.550 -1.174 0.188
C -0.898 -0.890 -0.423
N -1.364 0.280 0.079
H -0.363 1.345 -1.318
H -0.385 2.203 0.135
H 1.612 1.674 -0.434
H 1.227 0.755 1.187
H 1.130 -2.296 0.106
H 0.551 -0.833 1.381
H -1.469 -1.616 0.182
H -1.207 -1.312 -1.472
H -1.553 0.089 1.029


6
Properties=species:S:1:pos:R:3 method="wB97M-V/def2-TZVPD" gap_ev="9.3 / 9.3" de_lowest_kcal_mol=123.3 charge=0 e_homo_ev="-10.199 / -10.067" spin_multiplicity=1 largest_force_ev_per_a=3.706
N 0.392 0.249 0.282
N 0.121 0.554 1.394
N -0.031 0.690 2.498
N -1.999 1.838 1.774
F -1.464 3.033 1.805
H 0.137 0.897 -0.471


5
Properties=species:S:1:pos:R:3 method="wB97M-V/def2-TZVPD" gap_ev=9.8 de_lowest_kcal_mol=61.1 charge=0 e_homo_ev=-10.789 spin_multiplicity=1 largest_force_ev_per_a=3.862
F 2.047 -0.725 0.087
F -0.045 0.934 0.125
Si -1.725 0.958 -0.007
Cl -1.778 -1.056 0.007
H 1.501 -0.111 -0.213


17
Properties=species:S:1:pos:R:3 method="wB97M-V/def2-TZVPD" gap_ev="9.1 / 7.8" de_lowest_kcal_mol=101.6 charge=0 e_homo_ev="-9.140 / -8.301" spin_multiplicity=1 largest_force_ev_per_a=4.614
C 2.758 -0.783 -0.328
C 1.983 1.406 0.188
C 1.469 -1.310 -0.113
C 0.687 0.893 0.390
C -1.123 -1.005 0.441
C 2.971 0.548 -0.170
C 0.468 -0.449 0.239
C -2.338 -0.595 0.208
C -3.059 0.542 -0.358
H 3.544 -1.460 -0.625
H 2.147 2.464 0.313
H 1.328 -2.370 -0.240
H -0.111 1.566 0.659
H -0.989 -1.969 0.921
H -3.914 0.212 -0.945
H -3.427 1.195 0.436
H -2.395 1.114 -1.014


63
Properties=species:S:1:pos:R:3 method="wB97M-V/def2-TZVPD" gap_ev=5.5 charge=-1 e_homo_ev=-3.831 spin_multiplicity=1 largest_force_ev_per_a=0.283
C 1.873 -1.848 -0.288
N 2.544 -2.353 -1.481
C 2.121 -3.754 -1.811
Al 3.323 -5.117 -0.942
F 3.711 -4.506 0.623
P 2.262 -7.227 -0.594
C 2.522 -8.011 -2.277
C 3.665 -8.089 0.311
H 0.802 -2.042 -0.377
H 2.221 -2.323 0.637
H 2.002 -0.765 -0.198
H 3.533 -2.391 -1.257
H 1.072 -3.855 -1.514
H 2.123 -3.866 -2.905
H 4.710 -5.241 -1.797
H 2.685 -9.084 -2.154
H 1.624 -7.883 -2.885
H 3.368 -7.604 -2.839
H 3.422 -8.157 1.372
H 3.775 -9.106 -0.071
H 4.632 -7.591 0.221
C -2.861 1.798 3.236
C -3.160 1.468 1.792
O -2.528 0.219 1.417
C -3.173 -0.886 1.747
O -4.233 -0.972 2.295
C -2.367 -2.119 1.271
F -1.085 -2.018 1.622
F -2.437 -2.208 -0.064
F -2.869 -3.231 1.796
H -1.784 1.820 3.403
H -3.275 2.776 3.483
H -3.308 1.060 3.902
H -2.728 2.195 1.110
H -4.230 1.386 1.607
C -2.003 7.543 5.796
C -3.017 8.193 4.885
O -2.996 7.579 3.569
C -3.674 6.452 3.447
O -4.319 5.893 4.284
C -3.561 5.924 1.996
F -2.295 5.931 1.572
F -4.287 6.691 1.173
F -4.022 4.679 1.926
H -1.006 7.594 5.360
H -1.988 8.069 6.751
H -2.260 6.502 5.984
H -2.781 9.236 4.688
H -4.028 8.114 5.282
C 1.783 -1.303 -4.625
C 1.762 -0.191 -3.608
O 2.212 1.074 -4.205
C 1.324 1.755 -4.884
O 0.168 1.504 -5.078
C 1.963 3.062 -5.416
F 3.155 2.845 -5.984
F 2.142 3.931 -4.405
F 1.174 3.641 -6.319
H 2.784 -1.423 -5.040
H 1.521 -2.227 -4.111
H 1.072 -1.122 -5.431
H 2.457 -0.391 -2.800
H 0.766 -0.028 -3.201


55
Properties=species:S:1:pos:R:3 method="wB97M-V/def2-TZVPD" gap_ev=8.8 de_lowest_kcal_mol=60.2 smiles="CCOC(=O)[C@@]1(C(c2ccccc2)c2ccccc2)CCCCCCC1=O" charge=0 e_homo_ev=-8.210 spin_multiplicity=1 largest_force_ev_per_a=4.474
C -3.706 -1.223 2.613
C -3.051 -1.971 1.474
O -1.863 -1.251 1.039
C -0.579 -1.767 0.965
O -0.328 -2.936 1.157
C 0.409 -0.589 0.595
C -0.069 -0.179 -0.702
C -0.628 1.220 -0.799
C -1.885 1.383 -0.129
C -2.981 1.839 -0.859
C -2.783 2.391 -2.135
C -1.470 2.578 -2.593
C -0.371 2.074 -1.883
C 0.493 -0.952 -1.950
C 0.003 -2.265 -2.110
C 0.220 -2.972 -3.292
C 1.002 -2.421 -4.313
C 1.531 -1.142 -4.132
C 1.302 -0.407 -2.951
C 0.222 0.275 1.916
C 0.382 1.756 2.198
C 1.661 2.445 1.742
C 2.962 1.789 2.254
C 3.543 0.737 1.314
C 3.012 -0.685 1.451
C 1.841 -1.229 0.581
O 2.040 -2.240 -0.056
H -4.744 -1.544 2.736
H -3.202 -1.466 3.554
H -3.709 -0.132 2.483
H -2.786 -3.002 1.724
H -3.696 -1.950 0.594
H -1.057 -0.662 -0.793
H -2.041 0.998 0.878
H -3.991 1.763 -0.449
H -3.636 2.687 -2.755
H -1.286 3.106 -3.529
H 0.662 2.296 -2.177
H -0.564 -2.723 -1.291
H -0.240 -3.946 -3.425
H 1.156 -2.964 -5.247
H 2.111 -0.676 -4.926
H 1.758 0.580 -2.810
H -0.798 0.076 2.251
H 0.833 -0.290 2.634
H 0.332 1.797 3.301
H -0.496 2.329 1.862
H 1.611 3.468 2.147
H 1.661 2.503 0.643
H 2.843 1.388 3.272
H 3.696 2.597 2.347
H 4.602 0.653 1.592
H 3.519 1.090 0.273
H 2.696 -0.872 2.487
H 3.859 -1.360 1.228


54
Properties=species:S:1:pos:R:3 method="wB97M-V/def2-TZVPD" gap_ev="7.0 / 5.3" de_lowest_kcal_mol=36.6 charge=0 e_homo_ev="-7.346 / -7.560" spin_multiplicity=2 largest_force_ev_per_a=1.046
Ti 0.532 -0.401 0.486
S -1.149 -1.770 -0.522
C -0.124 -3.114 -0.969
C -0.461 -3.903 -2.070
C 0.311 -4.996 -2.414
C 1.440 -5.322 -1.668
C 1.793 -4.548 -0.580
C 1.021 -3.440 -0.223
S 1.467 -2.488 1.179
C 3.058 -0.170 1.367
C 2.489 1.094 1.694
C 2.892 1.922 2.751
C 2.324 3.177 2.854
C 1.329 3.577 1.968
C 0.874 2.661 1.029
C -0.307 2.937 0.144
S -0.970 1.419 -0.628
C -0.324 1.528 -2.282
C -1.000 2.357 -3.175
C -0.562 2.493 -4.478
C 0.554 1.774 -4.894
C 1.214 0.936 -4.018
C 0.793 0.791 -2.688
S 1.701 -0.293 -1.662
N 1.448 1.470 0.910
H -1.335 -3.640 -2.652
H 0.036 -5.596 -3.272
H 2.046 -6.176 -1.940
H 2.673 -4.784 0.003
H 3.284 -0.354 0.327
H 3.652 -0.689 2.105
H 3.667 1.592 3.428
H 2.650 3.854 3.633
H 0.862 4.548 2.051
H -0.048 3.632 -0.656
H -1.110 3.363 0.742
H -1.880 2.888 -2.833
H -1.091 3.139 -5.166
H 0.908 1.863 -5.913
H 2.077 0.372 -4.347
Br -1.474 -2.375 3.787
C -0.588 -1.062 4.821
C -0.180 -1.424 6.098
C 0.393 -0.485 6.938
C 0.533 0.830 6.521
C 0.113 1.191 5.255
C -0.426 0.251 4.378
C -0.768 0.747 3.000
O -1.226 1.858 2.823
O -0.485 -0.077 2.027
H -0.327 -2.442 6.430
H 0.712 -0.781 7.928
H 0.961 1.571 7.183
H 0.196 2.213 4.911


19
Properties=species:S:1:pos:R:3 method="wB97M-V/def2-TZVPD" gap_ev=6.6 de_lowest_kcal_mol=47.1 smiles=CN[C@@H](C)CC[O-] charge=-1 e_homo_ev=-2.621 spin_multiplicity=1 largest_force_ev_per_a=4.276
C 1.758 0.221 2.198
N 1.611 0.060 0.719
C 0.235 0.274 0.091
C -0.441 1.663 -0.010
C 0.162 -0.477 -1.236
C -1.341 -1.211 -1.357
O -2.150 -0.601 -0.587
H 2.624 0.904 2.512
H 0.925 0.741 2.578
H 1.583 -0.791 2.679
H 2.016 -0.799 0.386
H -0.454 -0.272 0.770
H -0.141 2.030 -1.019
H -1.563 1.494 -0.068
H -0.253 2.436 0.811
H 1.135 -1.080 -1.278
H 0.359 0.299 -2.066
H -1.077 -2.288 -1.208
H -1.464 -1.102 -2.541


6
Properties=species:S:1:pos:R:3 method="wB97M-V/def2-TZVPD" gap_ev="8.9 / 8.9" de_lowest_kcal_mol=11.6 charge=-1 e_homo_ev="-4.442 / -4.442" spin_multiplicity=1 largest_force_ev_per_a=3.486
N 0.212 0.470 -0.070
O 0.182 1.732 0.077
O 1.346 -0.103 -0.073
O 1.341 -1.552 0.064
F -2.044 -0.425 -0.009
H -1.037 -0.121 0.012


49
Properties=species:S:1:pos:R:3 method="wB97M-V/def2-TZVPD" gap_ev="5.5 / 3.0" de_lowest_kcal_mol=122.7 charge=-2 e_homo_ev="-2.615 / -0.153" spin_multiplicity=1 largest_force_ev_per_a=8.062
Sr -0.466 -1.118 3.070
C 1.773 2.243 -5.137
C 4.004 1.263 -4.018
N 2.796 1.457 -4.191
N 3.375 0.633 1.436
C 3.165 1.776 2.073
S 2.980 3.121 2.894
N 4.797 0.707 -3.261
N 1.512 6.349 3.687
H 2.232 2.200 -6.149
H 1.890 3.264 -4.786
H 0.702 2.120 -5.030
H 3.953 0.125 2.024
H 4.705 1.142 -2.465
H 2.408 6.387 4.566
O 0.920 5.355 3.619
O -0.657 0.297 1.060
C -0.934 0.095 -0.140
C -0.282 0.898 -1.296
C -0.841 0.704 -2.719
C -0.553 -0.665 -3.375
C -0.931 -1.860 -2.484
C -2.136 -1.667 -1.579
N -1.952 -0.737 -0.429
H 0.807 0.647 -1.315
H -0.242 1.914 -0.951
H -0.366 1.610 -3.307
H -2.019 0.809 -2.810
H 0.517 -0.763 -3.599
H -1.052 -0.719 -4.342
H -0.060 -2.165 -1.916
H -1.129 -2.626 -3.207
H -2.241 -2.696 -1.195
H -3.030 -1.313 -2.159
H -2.544 -1.019 0.401
F -5.074 -0.122 3.096
Te -3.776 -1.302 3.692
F -4.562 -3.102 3.543
F -3.430 -1.488 1.842
F -4.540 -0.930 5.377
F -2.570 0.215 3.675
O -2.246 -2.206 4.439
F 1.025 -2.664 2.024
B 0.163 -3.719 1.386
F -1.058 -3.032 1.181
F -0.152 -4.722 2.374
F 0.772 -4.136 0.210
I 1.414 0.004 5.780
I 2.932 -0.568 8.411


24
Properties=species:S:1:pos:R:3 method="wB97M-V/def2-TZVPD" gap_ev=8.3 de_lowest_kcal_mol=94.1 smiles="C[C@]12C=CC3=NC=CN(N=C1)[C@@]32C" charge=0 e_homo_ev=-7.811 spin_multiplicity=1 largest_force_ev_per_a=4.084
C 2.422 0.124 0.336
C 1.097 0.022 -0.399
C 1.037 -1.203 -1.315
C -0.131 -1.901 -1.117
C -0.962 -1.211 -0.142
N -2.250 -1.266 -0.033
C -2.837 -0.160 0.374
C -2.345 1.085 0.057
N -0.998 1.114 -0.144
N -0.380 1.661 -1.167
C 0.810 1.180 -1.342
C -0.212 0.014 0.415
C -0.022 0.233 1.849
H 2.649 1.218 0.655
H 3.295 -0.076 -0.301
H 2.674 -0.642 1.134
H 1.728 -1.328 -2.075
H -0.354 -2.814 -1.648
H -3.945 -0.322 0.513
H -3.055 1.856 0.020
H 1.497 1.519 -2.234
H -0.451 -0.415 2.532
H -0.376 1.225 2.027
H 1.109 0.085 2.005


19
Properties=species:S:1:pos:R:3 method="wB97M-V/def2-TZVPD" gap_ev=9.7 de_lowest_kcal_mol=63.6 smiles="COC1=CC[C@H]1C.[H][H]" charge=0 e_homo_ev=-8.555 spin_multiplicity=1 largest_force_ev_per_a=0.271
C -0.305 2.621 -0.427
O 0.522 1.584 0.069
C 0.016 0.359 -0.126
C -1.067 -0.169 -0.713
C -0.647 -1.583 -0.352
C 0.607 -0.946 0.337
C 1.971 -1.329 -0.217
H -1.280 2.608 0.077
H -0.460 2.510 -1.507
H 0.206 3.562 -0.219
H -1.928 0.230 -1.239
H -0.397 -2.234 -1.198
H -1.313 -2.124 0.331
H 0.587 -1.057 1.429
H 2.224 -2.361 0.051
H 1.982 -1.246 -1.310
H 2.753 -0.674 0.181
H -1.763 0.208 2.750
H -1.689 0.223 2.009


19
Properties=species:S:1:pos:R:3 method="wB97M-V/def2-TZVPD" gap_ev=5.7 de_lowest_kcal_mol=281.9 charge=0 e_homo_ev=-7.471 spin_multiplicity=1 largest_force_ev_per_a=6.136
O 1.601 -0.814 2.183
C -1.783 0.737 -0.303
O -3.027 0.835 -0.281
C -1.266 -0.785 -0.799
C -1.015 -0.279 0.650
C 2.011 1.038 0.166
C 2.891 0.088 -0.343
N -0.285 -0.794 -1.668
H -1.334 1.638 -0.762
H -2.178 -1.294 -1.088
H -1.425 -0.257 1.655
H 0.069 -0.296 0.665
H 2.307 2.097 0.151
H 1.685 0.713 1.216
H 3.499 0.372 -1.206
H 2.842 -1.018 -0.389
H 1.565 0.229 -0.661
H 1.894 -1.403 2.879
H 0.017 -0.065 -2.283


14
Properties=species:S:1:pos:R:3 method="wB97M-V/def2-TZVPD" gap_ev=8.4 de_lowest_kcal_mol=148.7 charge=0 e_homo_ev=-8.550 spin_multiplicity=1 largest_force_ev_per_a=8.034
C 2.400 -0.837 0.272
C 1.230 -0.250 0.028
C -1.465 -0.370 0.283
C -0.030 1.724 -0.180
H 2.669 -1.923 0.593
H 3.272 -0.121 0.032
H 0.035 -1.960 -0.644
H -3.324 -0.681 -0.160
H -2.100 1.585 -0.191
H 0.022 2.776 -0.458
N -0.069 -0.933 0.105
N -2.440 -1.092 -0.244
N -1.285 1.055 0.789
N 1.084 1.027 -0.225